[1]
12
Properties=species:S:1:pos:R:3 method="wB97M-V/def2-TZVPD" molar_mass_g_mol=82.102 de_lowest_kcal_mol=77.94 gap_ev=10.643 smiles=C#CC1COC1 max_force_ha_per_bohr=0.018
C 0.1400 0.0874 0.1094
H -1.4260 1.2912 -0.9474
C 0.1380 -0.9408 -1.0168
H -0.7142 -1.6339 -1.0311
H 1.1752 0.3408 0.3421
C -0.3976 -0.1482 1.4370
H 1.0735 -1.5014 -1.1179
C -0.3536 1.0601 -0.9545
C -0.1613 -0.2881 2.6081
H 0.2942 -0.3709 3.5605
H 0.2275 1.9867 -1.0083
O 0.0044 0.1173 -1.9812

=====

[2]
10
Properties=species:S:1:pos:R:3 method="wB97M-V/def2-TZVPD" molar_mass_g_mol=247.017 de_lowest_kcal_mol=73.48 gap_ev=7.728 max_force_ha_per_bohr=0.084
N -0.8751 1.4327 -0.1206
H -0.4842 2.3670 -0.1601
O 0.2919 -1.9256 -1.4034
H 1.8335 0.9134 -0.0053
O 1.6901 -0.9699 0.5244
N 1.1285 0.2259 0.2638
I -2.9070 1.3736 -0.0540
C -0.1373 0.3923 0.1543
N -0.8281 -1.5375 0.7902
S 0.2877 -2.2719 0.0106

=====

[3]
10
Properties=species:S:1:pos:R:3 method="wB97M-V/def2-TZVPD" molar_mass_g_mol=104.134 de_lowest_kcal_mol=78.25 gap_ev="7.268 / 6.220" spin_multiplicity=3 max_force_ha_per_bohr=0.160
H -2.0966 1.3001 -0.8298
S -3.2240 0.5803 -0.4719
N 0.3091 0.8176 -0.0299
H -2.6411 -0.6677 -0.6608
H 2.8105 -0.5036 1.5538
N 1.4391 -1.0330 0.0777
O 1.3323 1.0094 0.8354
C 0.3684 -0.4142 -0.3990
C 2.0513 -0.1667 0.8269
H -0.3489 -0.9222 -0.9025

=====

[4]
21
Properties=species:S:1:pos:R:3 method="wB97M-V/def2-TZVPD" molar_mass_g_mol=115.180 de_lowest_kcal_mol=38.03 gap_ev=9.471 max_force_ha_per_bohr=0.056
H -0.4686 2.2217 -1.5802
H -1.4851 -1.3034 1.5898
H 0.8810 -2.1575 1.2906
C -1.0376 1.3182 -1.8092
C -0.4247 0.3497 0.6922
H 1.7320 -2.0530 -0.2568
H -2.4864 0.1015 1.2049
H 1.7895 1.4466 0.3615
N 0.7226 -0.3181 0.2420
C 1.9916 0.3800 0.3170
H 0.4858 0.1733 -2.1792
H 2.5905 0.1494 -0.5673
H -0.0274 -2.2131 -0.2368
N -0.2696 1.5056 1.2321
H 2.5545 0.0908 1.2086
H -1.9343 -0.9642 -0.0923
N -0.5332 0.1998 -2.1750
H -2.1069 1.4443 -1.9417
H -1.1408 1.9028 1.5693
C -1.6568 -0.5133 0.8602
C 0.8238 -1.7612 0.2702